[1]
Entry from the OMol25 dataset: a 11-piece molecular cluster, C44H82N6O10S5 overall at a distorted geometry (ωB97M-V/def2-TZVPD).

Positions of all 147 atoms, in Å:
C (-2.533, -14.303, -16.745)
C (-1.839, -13.345, -15.757)
C (-1.552, -14.209, -14.532)
S (-1.341, -15.845, -15.030)
O (-2.380, -16.622, -14.423)
O (0.027, -16.211, -14.788)
C (-1.660, -15.589, -16.740)
H (-2.626, -13.893, -17.750)
H (-3.557, -14.437, -16.373)
H (-2.444, -12.467, -15.593)
H (-0.882, -13.033, -16.200)
H (-2.392, -14.289, -13.843)
H (-0.659, -13.922, -13.991)
H (-2.137, -16.474, -17.174)
H (-0.718, -15.409, -17.282)
C (1.953, -21.464, -19.832)
C (3.184, -20.440, -19.939)
C (3.933, -20.457, -18.604)
S (2.637, -20.754, -17.399)
O (2.414, -19.560, -16.627)
O (2.977, -21.895, -16.593)
C (1.281, -21.123, -18.504)
H (2.244, -22.515, -19.963)
H (1.334, -21.141, -20.679)
H (2.850, -19.476, -20.325)
H (3.806, -20.878, -20.708)
H (4.453, -19.516, -18.396)
H (4.614, -21.310, -18.497)
H (0.875, -20.121, -18.411)
H (0.585, -21.816, -18.024)
C (6.246, -11.062, -19.981)
C (5.471, -12.382, -20.066)
C (6.445, -13.461, -19.677)
S (8.059, -12.912, -20.121)
O (8.468, -13.724, -21.278)
O (8.865, -12.940, -18.961)
C (7.608, -11.338, -20.653)
H (6.408, -10.786, -18.919)
H (5.686, -10.225, -20.394)
H (5.040, -12.662, -21.029)
H (4.678, -12.395, -19.295)
H (6.265, -14.439, -20.074)
H (6.589, -13.511, -18.593)
H (7.529, -11.395, -21.748)
H (8.455, -10.711, -20.385)
C (8.898, -14.195, -14.592)
C (7.660, -13.969, -13.687)
C (7.048, -12.599, -14.064)
S (7.326, -12.400, -15.764)
O (8.166, -11.221, -15.897)
O (6.053, -12.605, -16.444)
C (8.379, -13.830, -15.941)
H (9.216, -15.245, -14.560)
H (9.746, -13.554, -14.340)
H (7.856, -13.969, -12.609)
H (6.983, -14.785, -13.917)
H (7.533, -11.826, -13.480)
H (5.990, -12.495, -13.913)
H (9.113, -13.650, -16.716)
H (7.751, -14.690, -16.215)
C (-1.759, -20.477, -13.169)
C (-0.537, -19.520, -13.052)
C (0.129, -19.581, -14.437)
S (-1.016, -20.100, -15.602)
O (-0.662, -21.457, -15.988)
O (-1.172, -19.088, -16.648)
C (-2.353, -20.141, -14.516)
H (-2.511, -20.235, -12.413)
H (-1.482, -21.541, -13.155)
H (0.153, -19.856, -12.277)
H (-0.876, -18.487, -12.885)
H (0.891, -20.366, -14.511)
H (0.558, -18.658, -14.768)
H (-3.025, -20.901, -14.916)
H (-2.793, -19.164, -14.533)
C (3.934, -20.351, -13.217)
C (3.828, -18.913, -12.594)
C (4.081, -17.763, -13.553)
C (5.456, -17.422, -13.887)
N (6.545, -17.206, -14.187)
H (4.664, -20.371, -14.049)
H (3.030, -20.692, -13.704)
H (4.181, -21.145, -12.500)
H (4.624, -18.842, -11.848)
H (2.908, -18.848, -12.028)
H (3.612, -16.881, -13.120)
H (3.529, -17.902, -14.474)
C (-1.220, -12.610, -20.834)
C (-0.794, -13.859, -21.645)
C (-0.019, -14.831, -20.737)
C (1.329, -14.355, -20.333)
N (2.328, -13.951, -19.936)
H (-1.590, -11.808, -21.468)
H (-0.362, -12.169, -20.327)
H (-1.964, -12.863, -20.078)
H (-0.225, -13.591, -22.526)
H (-1.723, -14.290, -21.996)
H (0.084, -15.782, -21.244)
H (-0.530, -15.003, -19.769)
C (4.464, -17.037, -21.762)
C (3.919, -16.638, -23.125)
C (2.512, -17.214, -23.358)
C (2.522, -18.700, -23.471)
N (2.534, -19.853, -23.534)
H (4.606, -18.123, -21.668)
H (3.762, -16.719, -21.013)
H (5.436, -16.556, -21.738)
H (4.638, -17.016, -23.853)
H (3.910, -15.563, -23.232)
H (2.006, -16.800, -24.254)
H (1.847, -17.020, -22.510)
C (7.126, -18.085, -19.103)
C (7.940, -17.147, -20.030)
C (9.469, -17.415, -19.914)
C (9.781, -18.749, -20.469)
N (9.961, -19.765, -20.936)
H (7.300, -19.150, -19.284)
H (6.075, -17.864, -19.235)
H (7.376, -17.878, -18.047)
H (7.837, -16.115, -19.735)
H (7.650, -17.253, -21.083)
H (9.824, -17.327, -18.885)
H (9.994, -16.667, -20.479)
C (-0.509, -19.107, -21.784)
C (-1.604, -19.677, -20.915)
C (-1.730, -18.804, -19.615)
C (-2.240, -17.474, -19.851)
N (-2.563, -16.422, -20.109)
H (-0.808, -18.163, -22.255)
H (-0.211, -19.790, -22.575)
H (0.376, -18.908, -21.195)
H (-1.389, -20.667, -20.490)
H (-2.602, -19.746, -21.389)
H (-0.790, -18.867, -19.111)
H (-2.519, -19.262, -18.999)
C (4.421, -15.797, -17.856)
C (3.686, -16.471, -16.719)
C (2.192, -16.526, -16.927)
C (1.848, -17.115, -18.272)
N (1.472, -17.498, -19.281)
H (4.180, -16.299, -18.810)
H (5.502, -15.796, -17.692)
H (4.165, -14.726, -17.949)
H (3.866, -15.877, -15.816)
H (4.068, -17.485, -16.560)
H (1.761, -15.530, -16.917)
H (1.659, -17.108, -16.180)

HOMO level, eV: -10.138
SMILES string: O=S1(=O)CCCC1.O=S1(=O)CCCC1.O=S1(=O)CCCC1.O=S1(=O)CCCC1.O=S1(=O)CCCC1.CCCC#N.CCCC#N.CCCC#N.CCCC#N.CCCC#N.CCCC#N
Orbital gap, Eh: 0.37569
Largest force on an atom, hartree/bohr: 0.092
Lowest unoccupied orbital energy, hartree: 0.0031
DFT total energy, Ha: -4797.5241
ΔE to the lowest compared entry with this formula, charge and spin, kJ/mol: 0.00


[2]
Entry from the OMol25 dataset: a 5-piece molecular cluster, C44H85I2N8O4 overall at a distorted geometry (ωB97M-V/def2-TZVPD).

Positions of all 143 atoms, in Å:
C (-4.013, 0.543, -4.940)
C (-2.946, 0.578, -3.942)
C (-2.812, -0.502, -2.749)
C (-4.181, -1.198, -2.390)
N (-4.643, -2.328, -3.163)
C (-5.913, -2.608, -2.505)
N (-6.727, -3.598, -2.937)
N (-6.117, -1.673, -1.453)
N (-5.073, -0.807, -1.356)
C (-5.052, 0.286, -0.360)
I (-4.455, 2.224, -1.188)
C (-4.213, -0.042, 0.990)
C (-3.180, -1.249, 0.860)
I (-3.258, 1.843, 1.609)
H (-4.905, 1.228, -4.773)
H (-4.023, -0.134, -5.860)
H (-2.138, 1.386, -3.985)
H (-2.115, -1.311, -3.157)
H (-2.361, -0.042, -1.818)
H (-6.396, -4.417, -3.450)
H (-7.730, -3.477, -2.758)
H (-6.925, -1.620, -0.823)
H (-6.140, 0.431, -0.024)
H (-4.939, -0.301, 1.837)
H (-2.487, -1.176, 1.772)
H (-2.567, -1.240, -0.091)
H (-3.753, -2.232, 1.017)
C (-0.106, 5.145, -8.588)
C (-1.190, 4.044, -8.406)
C (-2.019, 3.885, -9.702)
C (-3.016, 5.011, -9.932)
C (-3.915, 5.178, -8.714)
C (-3.117, 5.386, -7.411)
N (-2.039, 4.364, -7.217)
O (-2.634, 3.219, -6.818)
C (-2.515, 6.811, -7.421)
C (-4.113, 5.419, -6.226)
C (-0.374, 2.738, -8.234)
H (-0.115, 5.569, -9.593)
H (-0.200, 5.965, -7.877)
H (0.902, 4.758, -8.410)
H (-2.573, 2.940, -9.671)
H (-1.352, 3.813, -10.567)
H (-2.494, 5.944, -10.163)
H (-3.631, 4.780, -10.808)
H (-4.590, 6.023, -8.880)
H (-4.554, 4.292, -8.624)
H (-1.857, 6.966, -6.561)
H (-3.302, 7.567, -7.362)
H (-1.956, 7.037, -8.330)
H (-4.723, 4.515, -6.166)
H (-4.810, 6.254, -6.329)
H (-3.587, 5.544, -5.275)
H (0.210, 2.755, -7.307)
H (0.327, 2.613, -9.063)
H (-1.003, 1.845, -8.223)
C (-4.728, -8.071, 4.074)
C (-3.656, -8.072, 2.946)
C (-2.339, -7.443, 3.455)
C (-2.392, -5.927, 3.579)
C (-2.834, -5.305, 2.260)
C (-4.171, -5.881, 1.751)
N (-4.196, -7.376, 1.738)
O (-3.472, -7.782, 0.672)
C (-5.315, -5.329, 2.634)
C (-4.464, -5.279, 0.355)
C (-3.370, -9.576, 2.702)
H (-4.341, -7.660, 5.009)
H (-5.629, -7.517, 3.813)
H (-5.092, -9.079, 4.291)
H (-1.520, -7.700, 2.772)
H (-2.067, -7.874, 4.423)
H (-3.061, -5.633, 4.393)
H (-1.401, -5.548, 3.845)
H (-2.914, -4.220, 2.384)
H (-2.048, -5.469, 1.514)
H (-6.271, -5.790, 2.372)
H (-5.430, -4.249, 2.494)
H (-5.143, -5.471, 3.702)
H (-3.663, -5.472, -0.362)
H (-4.568, -4.191, 0.413)
H (-5.397, -5.677, -0.056)
H (-4.250, -10.085, 2.296)
H (-3.105, -10.071, 3.640)
H (-2.534, -9.741, 2.018)
C (0.170, 3.034, 3.939)
C (0.924, 1.760, 3.459)
C (0.181, 0.487, 3.925)
C (0.352, 0.186, 5.407)
C (1.831, 0.132, 5.767)
C (2.590, 1.409, 5.357)
N (2.341, 1.805, 3.934)
O (3.061, 0.975, 3.149)
C (2.185, 2.555, 6.315)
C (4.096, 1.201, 5.652)
C (0.802, 1.812, 1.915)
H (-0.747, 2.789, 4.480)
H (0.773, 3.678, 4.577)
H (-0.111, 3.681, 3.102)
H (0.543, -0.379, 3.357)
H (-0.886, 0.571, 3.695)
H (-0.171, 0.934, 6.012)
H (-0.115, -0.776, 5.640)
H (1.931, -0.036, 6.844)
H (2.279, -0.742, 5.281)
H (2.625, 3.505, 5.998)
H (2.544, 2.360, 7.329)
H (1.106, 2.684, 6.403)
H (4.506, 0.327, 5.142)
H (4.263, 1.040, 6.720)
H (4.679, 2.078, 5.356)
H (1.346, 2.668, 1.502)
H (-0.245, 1.910, 1.618)
H (1.177, 0.906, 1.431)
C (9.375, -0.724, 2.130)
C (9.726, 0.792, 2.125)
C (10.085, 1.266, 3.552)
C (8.880, 1.417, 4.469)
C (7.838, 2.324, 3.826)
C (7.424, 1.849, 2.420)
N (8.595, 1.569, 1.530)
O (9.087, 2.758, 1.120)
C (6.540, 0.588, 2.563)
C (6.463, 2.900, 1.811)
C (11.025, 0.873, 1.285)
H (9.479, -1.167, 3.123)
H (8.367, -0.935, 1.773)
H (10.019, -1.293, 1.454)
H (10.597, 2.235, 3.500)
H (10.800, 0.574, 4.008)
H (8.453, 0.437, 4.705)
H (9.199, 1.849, 5.423)
H (6.960, 2.379, 4.478)
H (8.242, 3.342, 3.774)
H (6.306, 0.159, 1.585)
H (5.587, 0.831, 3.041)
H (6.991, -0.188, 3.183)
H (6.906, 3.897, 1.767)
H (5.556, 2.991, 2.415)
H (6.158, 2.614, 0.800)
H (10.841, 0.593, 0.242)
H (11.781, 0.190, 1.682)
H (11.473, 1.870, 1.296)

⟨S²⟩: 6.99
HOMO level (alpha / beta), eV: -9.641 / -10.285
Orbital gap (alpha / beta), Eh: 0.21913 / 0.24244
Charge: +1
Largest force on an atom, hartree/bohr: 0.126
Multiplicity: 5
Lowest unoccupied orbital energy (alpha / beta), hartree: -0.1352 / -0.1355
DFT total energy, Ha: -3061.1568
ΔE to the lowest compared entry with this formula, charge and spin, kJ/mol: 415.73